# 1
101
Properties=species:S:1:pos:R:3:lowdin_charge:R:1 method="wB97M-V/def2-TZVPD" orbital_gap_ev="2.9 / 3.5" charge=+1 relative_energy_kj_mol=212.2 fmax_ev_per_a=3.9
In -0.497 -0.869 -1.474 0.74
S -0.278 -2.059 0.919 0.64
P 2.728 2.255 3.786 0.88
P 0.927 3.094 4.847 0.89
Si 1.706 -3.375 -2.275 0.50
O -0.507 0.988 -2.121 -0.32
O -2.458 -3.241 -3.242 -0.03
N 0.240 -2.521 -2.581 -0.23
N -2.779 -1.071 1.485 -0.01
N -1.349 -0.756 3.115 -0.12
N -2.680 -0.678 -0.864 -0.01
C -1.505 -3.082 -4.275 -0.18
C -1.177 -2.760 -6.627 -0.06
C -2.978 -4.444 -2.905 -0.26
C 0.597 -2.228 -4.975 -0.04
C -3.463 -0.472 2.593 0.00
C -3.692 -5.635 -0.969 -0.09
C 1.575 5.973 4.466 -0.12
C 1.750 4.613 4.312 -0.43
C -1.524 -1.311 1.831 -0.69
C 5.005 4.444 2.279 -0.08
C 2.939 4.061 3.763 -0.35
C -0.792 3.307 4.337 -0.18
C -2.550 -0.131 3.513 -0.05
C -3.434 -6.809 -3.094 -0.07
C -3.786 -6.767 -1.735 -0.13
C -3.337 -1.172 0.210 -0.33
C -0.318 3.336 -1.982 -0.04
C -0.155 -2.710 -3.886 -0.35
C -3.066 -5.605 -3.717 0.00
C 1.595 -5.122 -2.378 -0.24
C 1.746 2.115 -2.502 -0.02
C -4.678 -0.741 -2.288 -0.05
C -3.351 -0.326 -2.078 -0.09
C 2.683 6.819 4.070 -0.09
C 2.496 1.455 2.224 -0.20
C 3.837 6.265 3.571 -0.06
C 4.202 4.812 3.568 -0.38
C -5.324 -1.379 -1.156 -0.08
C -0.162 -0.779 3.991 -0.03
C -0.161 2.113 -4.178 -0.04
C -3.256 -4.429 -1.545 0.01
C -2.006 -3.111 -5.540 -0.03
C 3.375 -2.773 -2.929 -0.23
C 0.187 2.081 -2.726 -0.69
C -4.663 -1.644 0.004 -0.05
C 0.056 -2.158 -6.310 -0.07
C 1.073 3.037 6.608 -0.21
C 4.016 1.300 4.579 -0.19
H 0.628 6.400 4.927 0.12
H -0.829 3.105 3.221 0.10
H -4.244 -7.648 -1.231 0.11
H -4.564 -0.304 2.572 0.14
H 0.147 4.240 -2.313 0.07
H 4.397 4.350 1.316 0.10
H -3.055 -3.287 -5.745 0.13
H 0.856 -5.650 -1.796 0.03
H 1.744 0.684 2.200 0.03
H -1.554 -2.822 -7.627 0.09
H 4.007 -2.542 -2.025 0.02
H -1.254 2.275 -4.395 0.11
H 2.359 1.393 -3.007 0.07
H -0.505 -0.800 5.024 0.09
H -3.360 -7.784 -3.650 0.12
H 5.743 5.236 2.042 0.08
H 0.304 2.954 -4.636 0.07
H 1.954 3.139 -2.845 0.08
H 4.992 1.777 4.363 0.08
H -2.643 0.319 4.427 0.08
H 0.164 1.217 -4.744 0.09
H 0.425 0.119 3.738 0.04
H -6.290 -1.893 -1.437 0.13
H 3.377 1.011 1.909 0.04
H 0.670 2.066 6.999 0.07
H 4.984 4.614 4.338 0.14
H 0.727 -1.545 -6.942 0.11
H -0.052 3.189 -0.940 0.07
H -1.395 3.477 -2.060 0.09
H -3.750 -5.793 0.096 0.10
H 2.591 -5.617 -2.188 0.06
H 4.032 0.315 4.100 0.06
H 1.288 -5.339 -3.456 0.07
H -2.743 0.209 -2.812 0.10
H 0.494 3.845 7.094 0.08
H 2.298 2.263 1.472 0.08
H 3.893 1.124 5.673 0.07
H 0.459 -1.650 3.727 0.08
H -2.782 -5.566 -4.735 0.09
H 1.542 -1.702 -4.748 0.10
H 2.494 7.908 4.181 0.12
H 3.835 -3.612 -3.498 0.03
H -3.073 -3.504 -0.982 0.10
H 3.428 -1.895 -3.580 0.01
H -1.083 4.302 4.594 0.06
H 2.135 2.973 6.940 0.08
H 1.928 2.195 -1.401 0.07
H 4.597 6.941 3.244 0.10
H 5.590 3.495 2.394 0.07
H -5.098 -2.048 0.929 0.12
H -1.432 2.573 4.783 0.03
H -5.186 -0.618 -3.233 0.10

# 2
97
Properties=species:S:1:pos:R:3:lowdin_charge:R:1 method="wB97M-V/def2-TZVPD" orbital_gap_ev="4.8 / 4.5" charge=+1 relative_energy_kj_mol=0.0 fmax_ev_per_a=3.3
Tl 2.334 -0.336 -1.507 0.88
P -0.631 0.703 -5.110 0.98
P 1.979 -1.101 -4.878 0.76
O -0.396 2.489 0.724 0.02
O 3.100 -0.114 2.031 -0.05
N 1.328 2.866 2.269 0.13
N 1.345 0.971 1.034 0.09
C -3.661 -0.409 -3.321 -0.18
C 1.075 0.316 -5.660 -0.50
C -2.365 -1.096 -3.317 -0.08
C 0.237 2.165 4.820 -0.04
C -1.991 -2.908 0.923 -0.22
C 1.048 -2.458 -5.750 -0.28
C -0.311 1.784 6.041 -0.08
C -2.446 -1.950 1.872 -0.17
C 3.430 -1.025 -6.003 -0.29
C 1.818 0.346 4.968 -0.04
C -4.302 -0.213 -1.890 -0.16
C -0.625 -3.198 1.221 -0.19
C 4.479 4.362 4.903 -0.08
C 1.322 1.460 4.278 -0.15
C -3.908 1.032 -1.202 -0.11
C 0.274 -4.077 0.444 -0.04
C 4.618 1.924 3.557 -0.03
C -1.111 -0.454 -3.548 -0.38
C 0.206 0.696 6.742 -0.09
C -1.775 -0.220 -6.182 -0.18
C -3.813 -1.408 1.996 -0.02
C -1.382 -1.698 2.782 -0.19
C 0.957 -2.726 3.206 -0.02
C -2.714 1.612 -1.207 -0.08
C 3.316 3.802 4.353 -0.02
C 3.400 2.607 3.610 -0.13
C 5.773 2.480 4.119 -0.08
C -0.286 -2.534 2.429 -0.19
C 2.277 0.815 2.011 -0.46
C 5.709 3.717 4.743 -0.10
C -1.658 1.617 -2.283 -0.18
C -1.417 -0.796 3.943 -0.03
C -0.770 2.421 -5.701 -0.17
C -0.752 0.349 -2.297 -0.24
C -2.811 -3.568 -0.118 -0.06
C 0.628 2.132 1.290 -0.55
C 2.113 1.964 3.047 -0.29
C 1.244 -0.060 6.183 -0.07
H -3.782 -0.376 2.369 0.08
H 0.259 -5.120 0.805 0.10
H 4.648 0.950 3.062 0.10
H -0.361 -1.235 -3.769 0.06
H -4.707 1.475 -0.600 0.12
H -3.878 -3.505 0.132 0.08
H 2.340 4.273 4.511 0.11
H 1.315 -3.726 0.518 0.08
H -0.464 -0.263 4.033 0.05
H 1.759 -3.281 -5.898 0.05
H 6.721 1.927 4.064 0.11
H -1.570 -1.344 4.885 0.10
H -2.421 2.241 -0.364 0.09
H 1.688 1.214 -5.453 0.06
H 4.070 -0.203 -5.654 0.05
H 0.297 0.710 -2.310 -0.03
H -3.566 0.603 -3.755 0.10
H 2.677 -0.186 4.545 0.12
H 1.045 0.203 -6.760 0.08
H -5.394 -0.282 -1.963 0.12
H -2.675 -3.116 -1.109 0.04
H -1.686 -1.302 -6.030 0.06
H -0.890 -0.244 -1.375 0.13
H 0.667 -2.143 -6.739 0.05
H 4.406 5.305 5.454 0.11
H -4.404 -0.987 -3.924 0.13
H 1.629 -0.949 6.693 0.11
H -0.883 2.366 -6.795 0.08
H 0.197 -2.790 -5.139 0.03
H 1.316 -3.757 3.111 0.08
H -0.002 -4.095 -0.620 0.07
H -2.331 -2.077 -2.864 0.11
H -4.418 -1.994 2.710 0.11
H -4.339 -1.408 1.034 0.06
H 3.134 -0.831 -7.042 0.05
H -0.177 3.016 4.277 0.11
H 0.889 3.712 2.643 0.14
H -2.778 0.118 -5.895 0.06
H -2.208 -0.045 3.848 0.08
H 3.962 -1.980 -5.944 0.05
H -2.121 1.789 -3.266 0.07
H -1.155 2.364 6.435 0.11
H 1.756 -2.051 2.867 0.07
H -1.649 2.909 -5.258 0.07
H 6.611 4.174 5.159 0.10
H -0.219 0.423 7.709 0.11
H -1.561 0.051 -7.217 0.06
H -4.064 -1.055 -1.225 0.10
H 0.155 2.966 -5.463 0.07
H -2.548 -4.632 -0.202 0.08
H -0.957 2.444 -2.070 0.12
H 0.780 -2.533 4.273 0.08

# 3
97
Properties=species:S:1:pos:R:3:lowdin_charge:R:1 method="wB97M-V/def2-TZVPD" orbital_gap_ev=5.0 charge=+1 fmax_ev_per_a=4.5
Sr 0.575 -0.121 0.281 1.01
P -1.336 -2.102 1.263 0.93
P 0.314 2.522 -0.895 1.00
O 0.873 1.938 3.867 0.10
N -2.025 0.572 -0.241 0.00
N 2.883 -0.836 1.037 0.07
N 0.256 -0.970 -2.076 0.09
C 3.230 -0.499 2.115 -0.17
C 3.615 -0.988 4.482 -0.01
C 4.816 1.547 4.761 -0.05
C -1.892 -3.314 3.709 -0.10
C -4.348 0.551 0.435 -0.04
C 4.199 1.203 3.557 -0.03
C -0.307 -3.904 -0.625 -0.11
C -2.747 -1.087 1.406 -0.31
C 4.202 -0.626 5.695 -0.04
C 1.800 4.054 -2.731 -0.10
C -0.689 5.169 -0.767 -0.09
C -2.388 -4.642 0.603 -0.11
C -2.533 -2.879 -1.182 -0.10
C 0.733 -2.004 -5.289 -0.02
C -4.654 1.491 -0.535 -0.07
C -0.372 -1.768 -4.451 -0.21
C -1.669 -3.465 -0.052 -0.68
C 0.529 -2.507 -6.568 -0.06
C 1.857 2.708 -2.011 -0.69
C 0.828 1.614 2.756 0.02
C -1.360 3.606 1.069 -0.08
C 0.436 -3.696 2.746 -0.10
C -0.768 -2.766 -7.013 -0.05
C -0.119 -1.314 -3.140 -0.12
C -2.333 1.525 -1.142 -0.38
C -0.717 -2.693 2.952 -0.70
C 3.670 -0.092 3.392 -0.25
C -0.157 -1.497 3.752 -0.11
C -1.870 -2.521 -6.190 -0.06
C 1.925 1.591 -3.071 -0.10
C -1.179 2.189 -1.927 -0.27
C -0.204 4.013 0.117 -0.69
C 4.824 0.623 5.814 -0.04
C 3.114 2.602 -1.119 -0.10
C -3.639 1.954 -1.373 -0.09
C -3.031 0.025 0.538 -0.38
C -1.686 -2.008 -4.909 -0.01
C 1.006 4.444 0.972 -0.10
H 2.819 1.771 -3.691 0.10
H -1.510 3.140 -2.369 0.07
H -2.683 -2.577 3.901 0.08
H -1.522 4.439 1.778 0.10
H 2.028 0.591 -2.627 0.05
H 1.921 4.905 -2.050 0.07
H 4.131 1.921 2.727 0.13
H -0.924 -3.169 -8.016 0.12
H -3.484 -1.331 2.172 0.05
H 0.080 5.517 -1.467 0.06
H -1.114 2.705 1.655 0.04
H 0.673 5.233 1.665 0.10
H -2.124 -1.935 -1.560 0.04
H 3.175 1.635 -0.587 0.06
H 4.187 -1.332 6.529 0.12
H -2.882 -2.731 -6.539 0.12
H 0.116 -4.626 2.257 0.07
H -1.519 -3.670 4.680 0.09
H -2.529 -1.788 -4.248 0.12
H -0.877 -0.673 3.852 0.08
H -3.819 2.677 -2.166 0.10
H 0.839 -3.962 3.734 0.09
H -0.493 -4.570 -1.478 0.09
H -5.670 1.866 -0.648 0.11
H -2.647 -5.364 -0.183 0.09
H -5.095 0.156 1.116 0.11
H 0.872 4.171 -3.309 0.09
H 5.290 2.526 4.862 0.12
H 1.736 -1.795 -4.906 0.13
H 5.328 0.883 6.740 0.12
H -2.332 -4.173 3.189 0.06
H -2.295 3.431 0.513 0.08
H 1.823 4.855 0.357 0.07
H -1.760 -5.173 1.328 0.06
H 1.259 -3.250 2.162 0.07
H 1.398 -2.699 -7.202 0.12
H 3.176 3.410 -0.378 0.06
H 1.051 1.584 -3.738 0.08
H -3.321 -4.341 1.097 0.09
H 0.271 -3.050 -0.999 0.03
H 0.783 -1.115 3.321 0.03
H -2.542 -3.593 -2.021 0.09
H 3.122 -1.961 4.360 0.12
H -3.570 -2.710 -0.862 0.09
H 1.380 3.604 1.583 0.03
H 0.087 -1.861 4.762 0.09
H -0.944 6.011 -0.103 0.10
H 3.998 2.672 -1.770 0.10
H -0.894 1.540 -2.770 0.07
H 0.306 -4.441 0.109 0.06
H -1.596 4.908 -1.331 0.08
H 2.637 4.094 -3.444 0.09

# 4
104
Properties=species:S:1:pos:R:3:lowdin_charge:R:1 method="wB97M-V/def2-TZVPD" orbital_gap_ev=8.4 relative_energy_kj_mol=0.0 fmax_ev_per_a=3.1
O 1.962 -2.912 2.149 -0.02
O -0.630 3.413 5.698 -0.01
N 1.078 2.455 4.453 -0.17
N -1.698 -0.396 -1.207 0.04
N 1.378 3.771 -1.388 0.02
N -2.640 -3.889 -3.002 0.02
N 2.401 -2.976 -0.986 0.04
N -0.121 -2.321 2.832 -0.15
N 3.566 1.474 -4.031 0.01
N -4.273 1.663 -2.731 0.00
N -3.124 2.178 3.814 0.03
N 3.812 -1.020 1.186 0.00
C -3.594 1.972 2.528 -0.12
C -2.522 -3.683 -1.627 -0.14
C 2.582 3.541 -0.803 -0.14
C 1.470 -3.789 -1.548 -0.16
C 3.139 -2.382 -1.969 -0.13
C -4.605 1.023 2.653 -0.12
C 2.235 2.775 3.598 -0.05
C -4.643 -0.502 -2.743 -0.16
C -3.783 1.335 4.688 -0.14
C 0.375 1.219 4.201 -0.06
C -0.425 -0.591 -1.657 -0.14
C 0.732 4.761 -0.725 -0.16
C 2.609 0.490 -4.249 -0.15
C 5.757 -0.120 0.672 -0.10
C 2.753 4.500 0.213 -0.09
C 2.659 -2.833 -3.195 -0.10
C -4.895 1.383 -1.567 -0.14
C -4.068 0.505 -3.474 -0.12
C 1.503 5.205 0.274 -0.12
C -3.844 -4.486 -3.259 -0.11
C -3.653 -4.163 -1.016 -0.13
C 3.691 0.322 1.468 -0.12
C 0.419 3.449 5.052 -0.35
C -0.773 -2.550 1.527 -0.02
C -1.091 -2.088 3.853 -0.08
C 3.233 1.310 -6.219 -0.13
C 2.394 0.354 -5.585 -0.12
C 3.952 1.981 -5.243 -0.14
C 0.436 0.139 -0.873 -0.13
C -5.117 -0.011 -1.526 -0.11
C 4.886 0.895 1.108 -0.12
C -4.612 0.556 3.959 -0.14
C 5.045 -1.327 0.750 -0.14
C -1.670 0.477 -0.203 -0.17
C 1.653 -3.777 -2.890 -0.13
C -4.474 -4.618 -2.003 -0.13
C 1.178 -2.525 3.007 -0.31
C -0.355 0.869 0.046 -0.10
H 1.106 -4.387 -3.558 0.08
H -3.948 2.597 -3.006 0.16
H -0.205 -2.213 0.705 0.05
H 3.853 1.778 -3.141 0.10
H 1.438 -2.343 4.038 0.13
H 1.043 3.073 -2.035 0.14
H -1.716 -1.977 1.550 0.10
H -3.892 -4.046 0.044 0.10
H -5.611 -0.551 -0.741 0.09
H 0.935 4.439 4.970 0.14
H -2.240 2.601 4.032 0.10
H -0.121 1.604 0.823 0.08
H 0.801 -4.370 -0.957 0.10
H 3.981 -1.762 -1.690 0.10
H -3.451 0.615 -4.378 0.12
H -2.599 0.684 0.308 0.08
H -1.586 -3.279 -1.288 0.07
H -2.603 -0.654 -1.626 0.11
H -3.090 2.387 1.674 0.09
H 1.509 0.110 -0.999 0.08
H 3.109 2.118 3.739 0.09
H 0.012 1.103 3.158 0.09
H -5.122 0.632 1.816 0.07
H -1.844 -2.901 3.941 0.11
H -0.658 -2.052 4.873 0.10
H 4.737 2.786 -5.253 0.12
H -1.697 -1.184 3.759 0.08
H 3.224 2.767 -1.206 0.09
H 1.321 6.027 0.918 0.09
H -4.826 -1.551 -3.007 0.10
H -0.987 -3.597 1.394 0.09
H -5.126 2.127 -0.828 0.10
H 1.964 2.708 2.499 0.09
H 3.159 -1.710 1.510 0.07
H 2.557 3.802 3.872 0.09
H 2.446 -2.707 -0.007 0.09
H -1.861 -3.706 -3.599 0.13
H 5.123 1.935 1.135 0.08
H 0.998 0.380 4.527 0.09
H -4.132 -4.742 -4.240 0.09
H 3.569 4.602 0.889 0.08
H 2.763 0.669 1.848 0.07
H 5.275 -2.372 0.593 0.12
H 6.767 -0.040 0.336 0.08
H 3.094 -2.609 -4.135 0.08
H 2.176 0.007 -3.387 0.08
H -0.245 -1.262 -2.476 0.10
H -3.477 1.315 5.700 0.10
H -5.429 -5.030 -1.850 0.08
H 3.380 1.540 -7.288 0.10
H 1.670 -0.301 -6.110 0.11
H -0.179 5.129 -1.039 0.09
H -0.516 1.078 4.808 0.07
H -5.141 -0.318 4.374 0.11